No. 1
{"formula": "C33H71N5O24", "method": "ωB97M-V/def2-TZVPD", "homo_energy_ev": -8.6, "homo_lumo_gap_ev": 7.522, "de_lowest_kcal_mol": 738.7, "multiplicity": 1, "symbols": ["C", "N", "O", "O", "H", "H", "H", "C", "N", "O", "O", "H", "H", "H", "C", "N", "O", "O", "H", "H", "H", "C", "N", "O", "O", "H", "H", "H", "C", "N", "O", "O", "H", "H", "H", "O", "C", "O", "C", "C", "C", "H", "H", "H", "H", "H", "H", "H", "H", "O", "C", "O", "C", "C", "C", "H", "H", "H", "H", "H", "H", "H", "H", "O", "C", "O", "C", "C", "C", "H", "H", "H", "H", "H", "H", "H", "H", "O", "C", "O", "C", "C", "C", "H", "H", "H", "H", "H", "H", "H", "H", "O", "C", "O", "C", "C", "C", "H", "H", "H", "H", "H", "H", "H", "H", "O", "C", "O", "C", "C", "C", "H", "H", "H", "H", "H", "H", "H", "H", "O", "C", "O", "C", "C", "C", "H", "H", "H", "H", "H", "H", "H", "H"], "xyz": [[0.039, 3.401, -4.644], [-0.012, 1.926, -4.494], [0.392, 1.419, -3.456], [-0.397, 1.320, -5.461], [-0.902, 3.891, -4.892], [0.746, 3.761, -5.392], [0.339, 3.698, -3.639], [4.066, -3.080, 0.885], [3.881, -1.756, 0.145], [4.588, -1.466, -0.857], [3.116, -0.898, 0.665], [5.138, -3.275, 0.924], [3.510, -3.878, 0.394], [3.598, -2.927, 1.857], [4.406, 0.829, -0.661], [5.841, 0.712, -0.356], [6.450, -0.288, -0.705], [6.313, 1.615, 0.244], [3.917, 0.845, 0.312], [4.091, -0.040, -1.240], [4.271, 1.758, -1.215], [3.823, 4.204, 0.237], [3.894, 3.364, 1.483], [4.056, 2.136, 1.289], [3.828, 3.877, 2.565], [4.537, 4.978, 0.518], [2.851, 4.692, 0.164], [4.172, 3.640, -0.628], [0.190, 4.096, 0.091], [0.696, 4.191, -1.292], [-0.071, 4.451, -2.224], [1.908, 3.908, -1.425], [0.736, 4.880, 0.615], [0.455, 3.149, 0.559], [-0.871, 4.325, -0.014], [-1.820, -2.352, 0.276], [-2.482, -1.964, -0.693], [-3.812, -2.060, -0.879], [-4.652, -2.515, 0.156], [-6.115, -2.304, -0.396], [-1.906, -1.278, -1.871], [-4.543, -2.073, 1.147], [-4.418, -3.565, 0.331], [-6.815, -2.526, 0.409], [-6.225, -2.868, -1.322], [-6.344, -1.250, -0.554], [-0.825, -1.306, -2.010], [-2.097, -0.205, -1.889], [-2.287, -1.690, -2.805], [2.446, 0.146, -0.877], [1.625, 0.725, -0.134], [0.345, 1.033, -0.347], [-0.293, 0.757, -1.557], [-1.561, 1.549, -1.555], [2.072, 1.279, 1.201], [-0.560, -0.296, -1.647], [0.263, 1.061, -2.444], [-2.176, 1.089, -0.782], [-2.106, 1.529, -2.499], [-1.420, 2.620, -1.407], [1.320, 1.018, 1.945], [2.257, 2.341, 1.036], [3.047, 0.858, 1.448], [1.870, -3.791, 0.446], [1.307, -2.788, 0.850], [0.867, -2.532, 2.085], [1.020, -3.403, 3.178], [-0.095, -4.535, 3.124], [0.839, -1.756, -0.091], [1.065, -2.833, 4.106], [1.995, -3.850, 2.983], [-1.087, -4.136, 3.335], [0.081, -5.281, 3.899], [-0.171, -4.908, 2.102], [1.510, -0.899, -0.150], [-0.149, -1.434, 0.237], [0.712, -2.157, -1.097], [2.773, 1.295, 3.383], [2.221, 2.067, 4.189], [0.974, 2.275, 4.469], [-0.006, 1.561, 3.751], [-0.359, 2.421, 2.515], [3.047, 2.994, 5.086], [-0.935, 1.460, 4.312], [0.365, 0.565, 3.508], [-1.042, 1.925, 1.825], [0.486, 2.686, 1.879], [-0.813, 3.374, 2.785], [2.921, 4.073, 5.170], [4.045, 2.957, 4.648], [3.060, 2.538, 6.076], [-6.069, 0.348, -3.006], [-5.145, -0.349, -2.731], [-4.086, 0.070, -1.909], [-4.182, 1.254, -1.112], [-5.063, 1.081, 0.162], [-4.874, -1.698, -3.455], [-4.439, 2.109, -1.736], [-3.172, 1.419, -0.738], [-5.106, 2.009, 0.733], [-4.811, 0.187, 0.732], [-6.072, 0.802, -0.139], [-4.024, -1.562, -4.124], [-5.694, -1.926, -4.136], [-4.712, -2.568, -2.819], [3.159, -3.861, -1.777], [3.553, -3.421, -2.855], [3.313, -2.246, -3.298], [2.576, -1.301, -2.510], [1.070, -1.708, -2.508], [4.473, -4.125, -3.748], [2.726, -0.319, -2.958], [2.955, -1.220, -1.491], [0.677, -1.843, -3.516], [0.511, -0.948, -1.961], [0.855, -2.612, -1.939], [5.375, -4.465, -3.240], [4.719, -3.541, -4.636], [3.963, -5.028, -4.082], [-2.476, 0.129, 0.348], [-2.133, -0.164, 1.499], [-2.970, -0.268, 2.578], [-4.326, -0.145, 2.377], [-5.006, -0.165, 3.744], [-0.701, -0.465, 1.750], [-4.778, -0.970, 1.826], [-4.483, 0.737, 1.756], [-6.080, -0.027, 3.620], [-4.617, 0.636, 4.374], [-4.916, -1.112, 4.275], [-0.087, -0.266, 0.872], [-0.734, -1.537, 1.946], [-0.182, -0.014, 2.596]], "forces_ev_per_a": [[0.4, 0.7, 1.3], [-0.1, 1.3, -2.6], [2.9, 3.1, -9.4], [-0.5, -1.0, 0.0], [-0.3, -0.8, 0.1], [0.2, -0.8, 0.0], [0.1, 0.2, -1.2], [1.2, 0.6, -0.2], [1.4, 0.9, 0.7], [-1.5, -5.3, 3.3], [4.4, -5.7, 2.4], [0.0, 0.3, 0.1], [1.1, 0.5, -0.3], [0.5, 0.1, -0.1], [1.4, 0.4, -1.6], [-0.5, -1.4, -1.6], [1.0, 0.8, 0.2], [2.0, 2.2, 1.5], [1.3, -0.7, -2.3], [1.8, 2.7, 0.0], [0.0, 0.1, 0.3], [1.1, 0.9, 1.5], [1.4, -3.1, -1.7], [3.2, 6.8, 2.3], [-0.3, 1.0, 0.5], [0.1, 0.1, -0.4], [0.5, -0.5, 0.1], [-0.4, 0.1, 0.4], [-0.3, 1.1, -0.6], [1.7, -1.4, -1.1], [0.9, 0.7, 2.6], [-2.9, 0.6, -0.8], [-0.3, 0.1, 0.2], [-0.3, 0.4, -1.3], [0.1, -0.2, 0.6], [-2.9, -0.8, -1.8], [1.2, -0.7, 0.7], [1.3, -0.4, 1.3], [-1.7, -1.2, -0.5], [1.3, 0.1, 1.2], [-0.2, -1.2, -1.9], [0.6, -0.2, -1.0], [-0.3, -0.3, -0.1], [-0.2, -0.8, -0.3], [-0.5, 0.0, 0.3], [0.5, 0.0, -0.4], [-1.8, -2.8, 0.1], [-1.0, -1.7, -0.1], [-0.4, -0.1, 0.1], [-8.1, 7.3, -0.7], [2.2, 2.0, -1.0], [1.6, 0.7, 0.8], [-1.0, 0.3, 1.8], [1.2, 0.8, -0.6], [-2.1, -2.0, -1.8], [1.0, 3.4, 1.6], [-0.5, -2.1, 6.2], [3.0, 0.9, -1.2], [0.1, -0.3, -0.3], [0.1, 0.0, 0.4], [0.7, 0.2, -0.8], [-1.5, -0.6, 0.2], [-2.2, -0.3, 0.4], [-2.6, 0.1, 1.8], [-1.1, -0.9, -1.9], [0.1, 0.6, 0.7], [-0.1, -2.3, -0.9], [0.5, 1.6, 0.4], [-1.1, -0.8, 2.0], [-0.3, 0.1, -0.2], [0.1, -0.5, 0.7], [0.0, 0.4, 0.1], [0.2, -0.3, -0.4], [0.4, -0.4, 0.2], [-1.5, -2.8, 0.3], [1.2, -1.2, -1.2], [0.0, 0.4, 5.2], [-2.2, 1.4, 4.1], [4.2, 0.4, -0.6], [-2.0, -0.2, 0.6], [-0.5, 1.1, -1.1], [-0.3, 0.0, -0.2], [1.6, -0.7, -0.4], [0.3, 0.0, 0.5], [0.6, 1.0, 1.0], [-0.1, 0.0, 0.2], [-0.1, -0.5, 1.5], [-0.1, -0.1, 0.5], [-1.2, -0.2, -0.2], [0.1, -0.4, 0.4], [0.0, 0.1, 0.1], [-0.7, 0.3, 0.3], [1.9, 0.0, -0.1], [-2.1, 0.0, -1.1], [-1.8, 0.6, 1.1], [-1.4, -0.7, -3.8], [-0.2, 0.5, -0.1], [-0.5, 0.0, 0.0], [-3.6, 0.8, -0.6], [0.1, -0.1, 0.1], [-0.2, 1.1, -2.9], [-0.5, 0.7, -0.2], [0.3, 0.0, 0.2], [-0.3, 0.3, 0.3], [0.2, 0.5, -0.1], [0.2, 0.3, -1.6], [0.4, -1.4, 2.7], [-0.4, 2.4, -1.3], [-1.7, -2.0, -0.5], [1.4, 0.6, -3.4], [0.4, -1.3, -1.2], [0.0, -0.4, -0.3], [-0.7, -1.7, -2.5], [0.1, 0.3, -0.4], [1.8, -0.4, -1.7], [1.1, -1.5, -3.7], [-0.1, 0.2, 0.1], [0.1, 0.0, 0.2], [0.0, -0.2, -0.1], [-0.9, -1.5, 4.7], [0.6, 1.0, -0.3], [3.1, -0.8, -1.0], [-1.5, 0.5, 2.7], [-0.1, 0.4, -0.1], [-1.1, 0.0, 1.5], [0.4, 0.5, 0.4], [0.4, -0.2, 3.0], [-0.1, 0.2, -0.1], [-0.1, 0.0, 0.1], [0.4, -0.1, -0.1], [-1.4, 0.5, 1.6], [0.1, 0.4, 0.1], [-1.5, -1.1, -1.1]], "lowdin_charge": [0.057, -0.325, 0.085, 0.112, 0.110, 0.112, 0.034, 0.085, -0.189, -0.025, -0.053, 0.112, 0.065, 0.093, -0.020, -0.389, 0.065, 0.082, 0.065, 0.063, 0.123, 0.073, -0.341, -0.110, 0.087, 0.111, 0.070, 0.090, 0.043, -0.336, 0.034, 0.034, 0.119, 0.042, 0.118, 0.078, -0.403, -0.046, -0.177, -0.013, 0.029, 0.081, 0.131, 0.082, 0.077, 0.055, 0.043, 0.065, 0.121, -0.177, -0.381, 0.013, -0.225, -0.054, -0.003, 0.025, -0.093, 0.002, 0.119, 0.092, 0.074, 0.102, 0.078, 0.045, -0.463, -0.057, -0.171, -0.030, -0.037, 0.123, 0.105, 0.063, 0.069, 0.076, 0.062, 0.059, 0.003, 0.054, -0.490, 0.039, -0.170, -0.044, 0.010, 0.142, 0.088, 0.083, 0.022, 0.103, 0.086, 0.070, 0.089, 0.125, -0.459, -0.086, -0.195, -0.052, 0.023, 0.136, 0.029, 0.110, 0.011, 0.084, 0.083, 0.087, 0.068, 0.082, -0.573, 0.049, -0.115, -0.063, 0.024, 0.148, 0.064, 0.123, 0.024, 0.092, 0.098, 0.090, 0.092, -0.002, -0.349, 0.059, -0.303, -0.024, -0.004, 0.082, 0.056, 0.080, 0.078, 0.080, 0.066, 0.108, 0.051]}

=====

No. 2
{"formula": "C14H24N4OS2Sc", "method": "ωB97M-V/def2-TZVPD", "homo_energy_ev": -19.3, "homo_lumo_gap_ev": 7.816, "multiplicity": 1, "total_charge": 3, "symbols": ["Sc", "C", "C", "N", "N", "C", "N", "S", "C", "C", "C", "C", "C", "N", "H", "H", "H", "H", "H", "H", "H", "H", "H", "H", "C", "C", "C", "S", "O", "C", "C", "C", "H", "H", "H", "H", "H", "H", "H", "H", "H", "H", "H", "H", "H", "H"], "xyz": [[11.268, 6.146, 8.102], [14.893, 8.565, 8.881], [13.937, 7.504, 8.452], [12.697, 7.352, 8.970], [12.342, 7.996, 10.204], [11.109, 7.868, 10.758], [10.890, 8.438, 11.931], [9.815, 6.971, 10.068], [14.205, 6.556, 7.407], [15.406, 6.339, 6.705], [15.383, 5.488, 5.594], [14.159, 4.887, 5.266], [13.014, 5.053, 6.017], [13.054, 5.857, 7.080], [14.371, 9.258, 9.575], [15.735, 8.143, 9.477], [15.301, 9.109, 8.023], [13.039, 8.457, 10.786], [11.534, 9.140, 12.293], [9.921, 8.566, 12.185], [16.300, 6.807, 7.107], [16.282, 5.363, 4.989], [14.070, 4.263, 4.378], [12.082, 4.519, 5.815], [6.212, 4.373, 9.010], [7.117, 5.194, 8.103], [7.466, 4.350, 6.906], [8.862, 4.894, 5.829], [9.988, 5.142, 6.953], [8.280, 6.598, 5.401], [9.170, 7.782, 5.752], [8.431, 9.051, 5.328], [5.913, 4.879, 9.936], [6.688, 3.439, 9.299], [5.281, 4.128, 8.469], [8.033, 5.494, 8.668], [6.630, 6.121, 7.809], [6.587, 4.325, 6.243], [7.796, 3.353, 7.249], [7.288, 6.727, 5.843], [8.201, 6.622, 4.299], [10.139, 7.699, 5.240], [9.399, 7.804, 6.819], [8.252, 9.010, 4.253], [8.999, 9.951, 5.550], [7.452, 9.123, 5.824]], "forces_ev_per_a": [[-3.4, -1.5, -0.5], [-0.2, -0.2, 1.2], [-1.6, 0.9, 2.0], [2.3, 1.7, 2.1], [0.3, 0.1, -0.7], [-0.1, -0.3, -0.2], [0.4, 0.8, -0.5], [1.0, -0.1, -0.8], [-0.4, -1.5, -2.0], [-1.0, 0.4, 1.2], [-0.9, 0.1, 0.1], [0.9, -0.4, -1.3], [0.7, 0.1, 0.5], [1.0, 0.3, -0.5], [0.5, -0.1, -0.7], [-0.4, 0.1, -0.5], [-0.1, -0.1, 0.1], [0.2, -0.2, -0.5], [-0.2, -0.3, 0.1], [0.0, -0.2, 0.4], [0.1, 0.0, -0.5], [-0.3, -0.2, 0.1], [0.3, 0.0, 0.2], [0.4, 0.2, -0.1], [-0.8, -0.1, 0.0], [0.9, 0.8, 0.9], [0.2, -0.3, -0.4], [-0.3, 0.9, 1.4], [0.2, 0.6, -0.3], [0.0, 0.0, -0.6], [0.5, -0.3, 0.0], [-0.2, -0.1, 0.0], [0.2, 0.1, -0.4], [0.1, -0.1, 0.0], [0.3, 0.0, 0.3], [-0.5, -0.3, -0.4], [-0.1, 0.1, 0.0], [0.4, -0.5, -0.1], [-0.3, 0.2, -0.5], [0.2, -0.1, -0.1], [-0.2, -0.4, 0.4], [-0.2, 0.1, -0.2], [-0.2, 0.1, 0.5], [0.0, 0.1, 0.0], [0.0, 0.0, 0.0], [0.3, 0.0, -0.1]], "lowdin_charge": [1.107, 0.041, -0.159, -0.043, 0.036, -0.757, 0.169, 0.766, -0.171, 0.086, 0.065, 0.033, -0.057, -0.034, 0.097, 0.143, 0.127, 0.164, 0.155, 0.134, 0.146, 0.153, 0.145, 0.125, -0.073, -0.305, -0.315, 1.165, -0.664, -0.304, -0.301, -0.063, 0.097, 0.087, 0.104, 0.047, 0.114, 0.131, 0.116, 0.097, 0.121, 0.117, 0.066, 0.098, 0.091, 0.101]}

=====

No. 3
{"formula": "H2NO2P", "method": "ωB97M-V/def2-TZVPD", "homo_energy_ev": [-8.8, -9.2], "homo_lumo_gap_ev": [7.814, 7.994], "de_lowest_kcal_mol": 94.3, "multiplicity": 1, "symbols": ["N", "O", "O", "P", "H", "H"], "xyz": [[-1.506, -0.565, -0.041], [-2.437, 0.117, -0.103], [1.597, 1.411, -0.014], [0.632, 0.260, 0.010], [0.918, -0.673, -0.994], [0.796, -0.551, 1.141]], "forces_ev_per_a": [[-0.2, 1.7, -0.1], [1.1, -1.0, 0.1], [-1.1, -0.4, 0.0], [0.5, 0.1, 0.0], [-0.1, -0.2, -0.3], [-0.1, -0.2, 0.3]], "lowdin_charge": [-0.064, -0.007, -0.515, 0.685, -0.050, -0.049]}